C5H9NO | ωB97M-V with the def2-TZVPD basis set

Net charge: 0
Energy (eV): -8864.3710
Spin multiplicity: 1
HOMO (eV): -8.30

Each line ends with the Löwdin charge.
Positions of all 16 atoms, in Å:
1 C -2.0537 -0.2318 -0.2831  -0.06
2 C -0.5320 -0.3479 -0.1120  -0.40
3 C 0.1128 0.9720 0.2605  -0.10
4 C 2.1496 0.7168 -0.1665  -0.11
5 O 2.1687 -0.5236 -0.7220  -0.09
6 C -0.1911 -1.3739 0.8953  -0.20
7 N 0.0979 -2.1626 1.6915  0.16
8 H -2.2815 0.4944 -1.0710  0.08
9 H -2.5385 0.0986 0.6414  0.09
10 H -2.4749 -1.1989 -0.5700  0.08
11 H -0.0915 -0.7077 -1.0516  0.14
12 H -0.0020 1.7400 -0.4961  0.09
13 H -0.2003 1.3477 1.2421  0.11
14 H 1.3975 0.8736 0.7397  0.04
15 H 1.9849 1.4476 -0.9601  0.07
16 H 2.4542 -1.1441 -0.0379  0.10

Cartesian forces, eV/Å:
C -0.1137 -0.0233 -0.0231
C -0.0443 0.0170 -0.0268
C -0.2906 0.1152 -0.2210
C -0.4637 0.0261 -0.2687
O 0.3253 -0.1727 0.2051
C 0.2079 -0.5556 0.6238
N -0.2596 0.7442 -0.7557
H 0.0709 -0.1306 0.1445
H 0.1162 -0.0623 -0.1358
H -0.0042 0.1226 0.0388
H -0.0923 0.1123 0.1792
H -0.3863 -0.0395 0.0885
H 0.0469 -0.1052 -0.1382
H 0.5140 0.0260 0.3259
H 0.3460 -0.0623 0.1312
H 0.0274 -0.0119 -0.1677